The following is a DFT calculation (ωB97M-V/def2-TZVPD) of a gas-phase ion, C3H4F3N2 (charge +1) at a distorted geometry.

Summary:
* DFT total energy: -14300.225 eV
* SMILES: C=NC(=[NH2+])C(F)(F)F
* energy relative to the best compared isomer or geometry (same formula, charge and spin): 0.0 kJ/mol
* total charge: +1

Geometry (Å):
C 0.14 -2.02 -0.83
N 0.28 -0.82 -0.55
C 0.28 0.32 -0.02
N 1.01 1.33 -0.46
C -0.75 0.64 1.12
F -1.08 -0.44 1.82
F -0.37 1.58 1.95
F -1.88 1.04 0.52
H -0.38 -2.33 -1.84
H 0.34 -2.86 -0.20
H 0.95 2.21 -0.11
H 1.46 1.34 -1.40

Mulliken population analysis, charges in e, atoms 1 to 2:
1. C -0.158
2. N 0.001


The following is a DFT calculation (ωB97M-V/def2-TZVPD) of a gas-phase ion, C3H4F3N2O2 (charge +1) at a distorted geometry.

Summary:
* DFT total energy: -18389.236 eV
* energy relative to the best compared isomer or geometry (same formula, charge and spin): 263.5 kJ/mol
* total charge: +1

Geometry (Å):
C 0.74 0.23 1.36
C 0.04 0.68 -1.81
C -0.73 -0.63 -1.58
N -0.36 -0.41 1.54
N 1.22 0.96 0.25
O 0.93 1.17 -0.99
O -0.59 -0.93 2.74
F -1.88 -0.33 -0.86
F -1.13 -1.09 -2.76
F 0.01 -1.45 -0.85
H 1.58 0.12 2.24
H -0.16 1.21 -2.76
H 1.86 1.71 0.53
H -1.51 -1.24 2.94

Mulliken population analysis, charges in e, atoms 1 to 2:
1. C -0.045
2. C -0.061


The following is a DFT calculation (ωB97M-V/def2-TZVPD) of a molecular structure, C3H4F3NO2S at a distorted geometry.

Summary:
* DFT total energy: -27744.925 eV
* energy relative to the best compared isomer or geometry (same formula, charge and spin): 233.7 kJ/mol

Geometry (Å):
C -0.95 0.78 -0.24
C 2.09 0.41 0.29
C -2.39 0.28 -0.24
N 0.68 -2.01 -0.31
O -0.53 1.78 -0.69
O 0.53 -0.90 1.91
F -2.34 -0.43 -1.40
F -3.33 1.26 -0.34
F -2.61 -0.64 0.76
S 0.69 -0.73 0.49
H 3.06 -0.13 0.32
H 2.00 1.08 -0.53
H 2.22 1.10 1.22
H 0.87 -1.85 -1.26

Mulliken population analysis, charges in e, atoms 1 to 2:
1. C 0.083
2. C -0.906


The following is a DFT calculation (ωB97M-V/def2-TZVPD) of a molecular structure, C3H4FHgO2 at a distorted geometry.

Summary:
* DFT total energy: -14150.423 eV
* total charge: +1
* spin multiplicity: 3

Geometry (Å):
O 0.00 -0.70 0.94
Hg 1.85 1.92 -0.06
C 0.60 0.37 1.35
C -1.10 -1.27 1.49
H -1.46 -0.92 2.46
H -1.47 -2.13 0.94
F 0.18 0.69 2.56
C 0.32 0.50 -2.41
O 0.94 1.48 -2.03
H -0.24 0.52 -3.37
H 0.37 -0.46 -1.87

Mulliken population analysis, charges in e, atoms 1 to 2:
1. O -0.129
2. Hg 0.638


The following is a DFT calculation (ωB97M-V/def2-TZVPD) of a molecular structure, C3H4FN3S at a distorted geometry.

Summary:
* DFT total energy: -21198.674 eV
* energy relative to the best compared isomer or geometry (same formula, charge and spin): 0.0 kJ/mol

Geometry (Å):
C 0.63 0.27 1.19
C 0.94 0.55 2.54
C -0.37 -0.68 1.17
N 0.30 -0.07 3.48
N 1.30 0.81 0.10
N -0.94 -1.31 0.09
F 1.87 1.46 2.86
S -0.79 -1.09 2.81
H 1.78 1.67 0.32
H 0.75 0.89 -0.74
H -0.93 -0.79 -0.77
H -1.82 -1.78 0.28

Mulliken population analysis, charges in e, atoms 1 to 2:
1. C 0.381
2. C 0.282


The following is a DFT calculation (ωB97M-V/def2-TZVPD) of 2 unconnected molecules or ions with the total composition C3H4FNO at a distorted geometry.

Summary:
* DFT total energy: -9426.426 eV
* SMILES: C#[N+][O-].C=CF
* energy relative to the best compared isomer or geometry (same formula, charge and spin): 404.3 kJ/mol

Geometry (Å):
C 0.24 2.89 -2.63
N -0.39 2.86 -1.65
O -0.69 2.87 -0.50
H 0.36 3.12 -3.72
C 0.27 -0.16 0.19
C -0.80 -0.88 0.42
F -1.13 -2.03 -0.13
H 1.05 -0.67 -0.47
H 0.40 0.80 0.70
H -1.65 -0.64 1.10

Mulliken population analysis, charges in e, atoms 1 to 2:
1. C -0.197
2. N 0.458


What is the DFT total energy in the fourth record? -14150.423 eV


Which of these has the lowest DFT total energy? C3H4F3NO2S


Among the records above, which one has the lowest DFT total energy? C3H4F3NO2S